5 unconnected molecules or ions with the total composition C42H51BN2O22P in a non-equilibrium geometry, computed with ωB97M-V with the def2-TZVPD basis set.

Geometry (Å):
C  7.54  -2.02  0.71
O  7.17  -1.10  1.72
C  8.12  -0.10  2.00
C  7.84  1.25  1.30
C  6.87  1.15  0.12
C  6.45  2.57  -0.33
C  5.36  3.14  0.60
C  4.11  3.68  -0.14
C  2.84  2.83  0.06
C  1.64  3.67  0.50
C  0.30  2.99  0.19
C  -0.83  3.52  1.07
C  -2.23  3.37  0.43
C  -3.02  2.27  1.07
N  -2.46  1.07  1.00
N  -3.10  0.06  1.56
C  -2.45  -1.24  1.38
P  -3.01  -1.80  -0.27
O  -4.40  -1.35  -0.42
O  -2.10  -1.11  -1.37
O  -2.79  -3.35  -0.37
C  -4.25  0.13  2.21
C  -4.87  1.38  2.31
C  -4.26  2.47  1.72
B  -4.99  3.90  1.78
O  -5.21  4.48  2.98
O  -5.34  4.52  0.63
C  -5.69  3.74  -0.52
H  7.80  -2.98  1.17
H  6.70  -2.19  0.04
H  8.40  -1.68  0.13
H  8.12  0.06  3.08
H  9.13  -0.43  1.75
H  8.77  1.65  0.91
H  7.45  1.96  2.03
H  5.97  0.64  0.44
H  7.32  0.60  -0.70
H  6.07  2.48  -1.35
H  7.33  3.21  -0.32
H  5.07  2.40  1.35
H  5.81  3.97  1.14
H  3.91  4.67  0.26
H  4.33  3.81  -1.19
H  2.62  2.30  -0.87
H  3.06  2.08  0.82
H  1.73  3.85  1.57
H  1.68  4.63  -0.01
H  0.43  1.92  0.37
H  0.09  3.13  -0.87
H  -0.82  2.98  2.01
H  -0.65  4.58  1.26
H  -2.80  4.29  0.40
H  -2.09  3.05  -0.61
H  -1.38  -1.07  1.39
H  -2.74  -1.92  2.17
H  -2.38  -0.20  -1.52
H  -3.28  -3.67  -1.17
H  -4.67  -0.76  2.63
H  -5.82  1.46  2.83
H  -6.09  4.86  3.07
H  -6.15  4.41  -1.24
H  -6.41  2.97  -0.28
H  -4.81  3.31  -1.00
C  -0.56  -5.47  0.96
C  0.65  -5.13  1.43
C  1.79  -6.11  1.50
O  2.85  -5.70  1.92
C  1.55  -7.47  1.06
C  0.34  -7.82  0.59
C  -0.79  -6.83  0.50
O  -1.85  -7.22  0.04
O  0.05  -9.04  0.17
O  0.94  -3.91  1.87
H  -1.38  -4.77  0.90
H  2.37  -8.17  1.13
H  -0.88  -9.02  -0.12
H  1.88  -3.94  2.14
C  -3.01  -1.68  -6.50
C  -3.54  -2.65  -7.26
C  -4.17  -3.87  -6.65
O  -4.65  -4.70  -7.39
C  -4.17  -4.00  -5.20
C  -3.64  -3.03  -4.45
C  -3.03  -1.79  -5.06
O  -2.60  -0.95  -4.30
O  -3.62  -3.08  -3.11
O  -3.56  -2.62  -8.58
H  -2.56  -0.80  -6.93
H  -4.62  -4.88  -4.76
H  -3.17  -2.26  -2.81
H  -4.00  -3.44  -8.88
C  -8.93  -3.53  -1.86
C  -8.07  -2.70  -2.46
C  -7.66  -2.88  -3.90
O  -6.89  -2.06  -4.37
C  -8.19  -4.00  -4.64
C  -9.05  -4.84  -4.04
C  -9.49  -4.65  -2.61
O  -10.28  -5.45  -2.15
O  -9.58  -5.89  -4.64
O  -7.52  -1.66  -1.85
H  -9.24  -3.41  -0.83
H  -7.88  -4.13  -5.66
H  -10.17  -6.32  -3.99
H  -6.93  -1.24  -2.50
C  7.86  5.11  6.27
C  7.17  4.53  5.28
C  6.72  5.28  4.06
O  6.12  4.66  3.21
C  7.03  6.70  3.97
C  7.72  7.29  4.96
C  8.19  6.52  6.17
O  8.82  7.14  7.01
O  8.04  8.57  4.95
O  6.83  3.24  5.29
H  8.19  4.58  7.15
H  6.69  7.23  3.09
H  8.54  8.73  5.78
H  6.35  3.09  4.46

Its charge is +1. As for the HOMO-LUMO gap: 0.231 Ha. Its spin multiplicity is 1.

=====

A molecular structure, C23H30N6O in a non-equilibrium geometry, computed with ωB97M-V with the def2-TZVPD basis set.

Geometry (Å):
C  3.15  2.02  2.86
C  2.59  1.16  1.70
C  1.07  1.25  1.83
H  0.60  2.15  1.74
H  0.66  0.60  2.68
C  0.19  0.19  0.84
C  0.27  0.83  -0.38
N  0.00  2.21  -0.96
N  0.24  2.40  -2.21
N  0.83  1.28  -2.64
N  0.79  0.59  -1.66
C  1.33  -0.80  -2.02
C  2.78  -1.20  -1.33
C  3.77  0.02  -1.41
C  4.95  -0.14  -0.91
C  5.13  -1.16  0.27
C  4.25  -2.26  0.42
C  2.97  -2.09  -0.22
H  2.36  -2.68  -0.17
H  4.39  -2.83  1.20
O  6.29  -1.28  0.77
C  7.25  -0.23  0.84
H  8.16  -0.52  1.42
H  7.69  -0.28  -0.17
H  7.04  0.85  0.71
H  5.78  0.66  -1.00
H  3.58  0.53  -2.17
H  0.78  -1.52  -1.62
H  1.48  -1.01  -2.89
N  -1.07  -0.12  1.26
C  -2.08  1.08  1.31
C  -2.94  1.27  -0.03
N  -3.46  0.13  -0.45
C  -4.79  -0.44  -0.13
C  -5.14  -1.72  0.11
C  -6.37  -1.82  0.43
C  -7.38  -1.07  0.32
C  -7.09  0.28  0.54
C  -5.82  0.68  -0.01
H  -5.71  1.80  -0.13
H  -7.78  0.93  0.49
H  -8.56  -1.29  0.97
H  -6.73  -3.11  0.59
H  -4.41  -2.57  0.08
C  -2.56  -0.81  -0.82
H  -1.61  -0.47  -1.48
C  -1.61  -1.34  0.58
H  -2.27  -1.82  1.29
H  -0.88  -1.88  0.23
H  -3.01  -1.69  -1.17
H  -2.25  1.81  -0.71
H  -3.67  2.05  0.31
H  -2.60  0.69  2.04
H  -1.53  1.79  1.80
H  0.92  -0.73  0.85
H  2.74  1.65  0.93
H  2.79  0.08  1.70
H  2.68  3.06  2.76
H  4.21  2.10  2.68
H  3.00  1.64  4.06

The energy above the lowest of the compared OMol25 structures with the same formula, charge and spin comes out at 534.86 kcal/mol. As for the HOMO-LUMO gap: 0.287 Ha. Its spin multiplicity is 1.

=====

A single C5H10N2 molecule, computed with ωB97M-V with the def2-TZVPD basis set.

Geometry (Å):
C  1.98  -1.08  -1.40
C  1.66  -0.15  -0.27
N  0.67  0.66  -0.54
C  0.09  1.47  0.53
C  -1.06  0.76  1.24
C  -2.07  0.00  0.47
N  -1.10  -0.69  1.32
H  3.05  -1.02  -1.64
H  1.39  -0.98  -2.33
H  1.84  -2.09  -1.00
H  0.91  1.62  1.24
H  0.18  0.69  -1.44
H  -0.24  2.44  0.15
H  -1.37  1.26  2.16
H  -3.10  -0.05  0.82
H  -1.97  -0.05  -0.61
H  -0.35  -1.09  0.76

The energy above the lowest of the compared OMol25 structures with the same formula, charge and spin comes out at 69.65 kcal/mol. As for the HOMO-LUMO gap: 0.340 Ha. Its spin multiplicity is 1.

=====

A molecular structure, C6H6O, computed with ωB97M-V with the def2-TZVPD basis set.

Geometry (Å):
C  2.82  0.55  -0.05
C  1.61  0.47  -0.03
C  0.21  0.38  -0.02
C  -1.04  1.16  -0.22
C  -0.84  0.11  0.82
O  -1.80  -1.46  0.19
C  -0.63  -1.47  -0.34
H  3.88  0.65  -0.04
H  -1.69  0.95  -1.07
H  -1.11  2.17  0.18
H  -1.09  -0.08  1.85
H  0.21  -1.99  0.15
H  -0.53  -1.43  -1.44

The energy above the lowest of the compared OMol25 structures with the same formula, charge and spin comes out at 169.20 kcal/mol. As for the HOMO-LUMO gap: 0.315 Ha. Its spin multiplicity is 1.

=====

A molecular structure, C36H48ClGeMoN4O in a non-equilibrium geometry, computed with ωB97M-V with the def2-TZVPD basis set.

Geometry (Å):
Mo  0.80  -1.08  1.22
C  -1.96  -2.39  2.72
N  -0.50  -2.48  2.77
C  -0.08  -3.91  2.73
C  -0.09  -1.93  4.06
C  0.07  -0.42  4.03
N  1.06  0.10  3.07
C  0.81  1.54  2.79
C  2.43  -0.01  3.72
H  -2.39  -2.87  3.63
H  -2.33  -2.86  1.80
H  -2.33  -1.33  2.78
H  -0.78  -4.56  3.36
H  0.94  -4.09  3.09
H  -0.15  -4.36  1.76
H  0.84  -2.30  4.40
H  -0.89  -2.18  4.77
H  0.26  -0.06  5.06
H  -0.88  0.00  3.77
H  0.48  2.05  3.73
H  -0.04  1.59  2.10
H  1.63  2.08  2.35
H  2.42  0.64  4.62
H  3.23  0.32  3.03
H  2.57  -1.07  3.99
C  -4.21  1.97  2.04
C  -4.32  1.36  0.66
N  -4.79  -0.02  0.64
C  -6.21  -0.10  0.95
C  -6.73  -1.42  1.44
C  -4.45  -0.89  -0.42
O  -5.35  -1.46  -1.06
C  -3.02  -1.25  -0.62
C  -2.78  -2.19  -1.68
C  -1.49  -2.66  -1.92
C  -0.46  -2.22  -1.12
N  -0.69  -1.31  -0.12
C  -1.94  -0.85  0.14
H  -3.13  2.13  2.24
H  -4.55  1.26  2.88
H  -4.74  2.92  2.06
H  -3.33  1.45  0.18
H  -4.92  1.99  0.00
H  -6.79  0.35  0.14
H  -6.41  0.65  1.73
H  -7.39  -1.83  0.74
H  -7.26  -1.37  2.40
H  -5.90  -2.07  1.71
H  -3.65  -2.59  -2.18
H  -1.28  -3.37  -2.68
H  0.55  -2.42  -1.40
H  -2.03  -0.03  0.88
C  1.93  0.19  0.28
Ge  2.41  0.92  -1.56
C  3.07  -0.27  -2.94
C  2.11  -1.04  -3.65
C  2.48  -1.94  -4.61
C  3.83  -1.98  -4.98
C  4.76  -1.17  -4.33
C  4.40  -0.27  -3.35
C  3.57  2.46  -1.18
C  4.93  2.24  -0.92
C  5.80  3.33  -0.71
C  5.29  4.62  -0.76
C  3.90  4.84  -0.90
C  3.08  3.78  -1.23
C  0.87  1.69  -2.51
C  -0.45  1.74  -2.00
C  -1.46  2.36  -2.70
C  -1.18  2.92  -3.95
C  0.11  2.84  -4.45
C  1.13  2.22  -3.77
H  2.62  0.95  0.77
H  1.04  -0.94  -3.35
H  1.67  -2.63  -5.02
H  4.22  -2.65  -5.76
H  5.83  -1.25  -4.59
H  5.13  0.34  -2.81
H  5.25  1.24  -0.75
H  6.90  3.26  -0.59
H  5.97  5.52  -0.74
H  3.57  5.88  -0.94
H  2.08  4.07  -1.41
H  -0.71  1.27  -1.00
H  -2.41  2.46  -2.17
H  -2.01  3.37  -4.50
H  0.32  3.31  -5.40
H  2.12  2.10  -4.21
Cl  3.23  -3.06  2.27
C  2.10  -2.76  0.81
H  1.83  -3.81  0.62
H  2.83  -2.60  0.01

Its charge is +1. The energy above the lowest of the compared OMol25 structures with the same formula, charge and spin comes out at 3.60 kcal/mol. As for the HOMO-LUMO gap (alpha / beta): 0.249 / 0.273 Ha. Its spin multiplicity is 3. The expectation value of S² is 2.26.

=====

9 unconnected molecules or ions with the total composition C34H56N2O21 in a non-equilibrium geometry, computed with ωB97M-V with the def2-TZVPD basis set.

Geometry (Å):
C  4.60  0.48  2.83
C  5.28  -0.07  1.56
C  4.25  -0.76  0.67
O  4.29  0.08  -0.44
C  5.29  1.09  -0.33
O  5.59  1.91  -1.19
O  5.93  0.99  0.78
H  4.10  1.37  2.48
H  5.23  0.82  3.48
H  4.03  -0.25  3.40
H  6.13  -0.71  1.98
H  3.31  -0.79  1.22
H  4.55  -1.70  0.33
C  1.93  -1.35  -2.35
C  1.20  -1.96  -3.55
C  2.05  -2.29  -4.79
O  1.49  -3.56  -5.14
C  0.55  -4.03  -4.25
O  -0.02  -5.08  -4.34
O  0.53  -3.19  -3.24
H  2.47  -0.49  -2.57
H  2.68  -2.04  -1.99
H  1.15  -1.02  -1.58
H  0.36  -1.24  -3.77
H  3.07  -2.46  -4.52
H  1.84  -1.59  -5.66
C  1.60  -3.25  0.47
C  0.72  -3.09  1.63
C  1.16  -4.06  2.76
O  1.12  -3.12  3.80
C  0.92  -1.93  3.40
O  0.90  -0.91  4.06
O  0.87  -1.83  2.14
H  1.13  -3.10  -0.45
H  1.86  -4.31  0.39
H  2.60  -2.85  0.52
H  -0.35  -3.23  1.46
H  2.16  -4.44  2.89
H  0.44  -4.94  2.94
C  -0.49  1.55  -3.97
C  -1.65  1.00  -4.76
C  -3.05  0.98  -4.11
O  -3.79  1.25  -5.25
C  -3.03  1.67  -6.27
O  -3.36  2.30  -7.23
O  -1.73  1.61  -5.98
H  -0.57  2.37  -3.16
H  0.34  1.69  -4.67
H  -0.15  0.62  -3.47
H  -1.51  -0.04  -4.96
H  -3.11  1.76  -3.42
H  -3.48  0.08  -3.65
C  -5.68  -0.81  2.52
C  -4.22  -1.00  1.91
C  -3.17  -0.04  2.22
O  -2.26  -0.79  2.91
C  -2.58  -2.05  2.95
O  -1.81  -2.88  3.49
O  -3.69  -2.23  2.44
H  -5.50  -0.45  3.49
H  -6.24  -1.66  2.66
H  -6.28  -0.09  2.01
H  -4.23  -1.08  0.88
H  -3.69  0.76  2.78
H  -2.66  0.43  1.41
C  -5.29  3.07  3.65
O  -4.05  3.24  3.00
C  -4.14  3.25  1.69
O  -5.31  2.92  0.89
O  -2.93  3.41  1.06
C  -2.78  3.36  -0.27
H  -5.67  1.99  3.61
H  -6.10  3.67  3.26
H  -5.25  3.45  4.65
H  -3.04  2.40  -0.36
H  -1.82  3.51  -0.66
H  -3.53  3.92  -0.80
C  3.70  1.36  -4.15
O  4.05  0.08  -4.70
C  4.16  -0.12  -6.03
O  3.94  0.89  -7.05
O  4.59  -1.40  -6.40
C  4.80  -1.64  -7.82
H  4.19  2.19  -4.62
H  3.73  1.35  -3.02
H  2.70  1.63  -4.34
H  5.48  -2.47  -7.93
H  5.16  -0.90  -8.51
H  3.84  -1.92  -8.11
C  2.03  2.32  -0.40
C  1.43  1.33  0.69
C  0.09  1.61  1.30
C  0.22  2.30  2.59
N  0.23  2.82  3.65
H  2.99  2.05  -0.79
H  2.16  3.29  -0.01
H  1.23  2.42  -1.15
H  2.19  1.18  1.50
H  1.42  0.31  0.08
H  -0.44  0.75  1.50
H  -0.53  2.20  0.63
C  -1.76  0.58  5.51
C  -3.21  0.69  5.81
C  -3.51  -0.24  6.98
C  -3.01  0.18  8.38
N  -2.64  0.53  9.43
H  -1.53  0.99  4.54
H  -1.37  -0.41  5.39
H  -1.00  1.12  6.12
H  -3.97  0.47  5.03
H  -3.34  1.68  6.17
H  -2.99  -1.22  6.87
H  -4.51  -0.26  7.35

The energy above the lowest of the compared OMol25 structures with the same formula, charge and spin comes out at 164.57 kcal/mol. As for the HOMO-LUMO gap: 0.368 Ha. Its spin multiplicity is 1. As for the SMILES: C[C@H]1COC(=O)O1.C[C@H]1COC(=O)O1.C[C@H]1COC(=O)O1.C[C@H]1COC(=O)O1.C[C@H]1COC(=O)O1.COC(=O)OC.COC(=O)OC.CCCC#N.CCCC#N.